Entry 1:
This record from OMol25 describes a molecular structure, C25H46Cl2N3NiO5Si. The level of theory is ωB97M-V/def2-TZVPD.

The highest occupied orbital energy (spin up / spin down) comes out at -1.571 / -2.257 eV. As for the electronic energy: -4238.9590 Ha. The charge is -1. Its expectation value of S² is 2.010. Its relative energy (zero: lowest compared OMol25 entry of this formula, charge and spin) is 99.6 kJ/mol. The spin multiplicity is 3.

CARTESIAN COORDINATES (ANGSTROEM)
C (-1.393, -0.508, -4.004)
C (-0.989, -1.842, -3.482)
H (-1.009, -0.321, -5.015)
H (-1.029, 0.293, -3.334)
H (-2.492, -0.421, -4.022)
C (-0.524, -2.857, -4.223)
C (-0.421, -2.859, -5.712)
H (-0.191, -3.772, -3.729)
H (-0.660, -1.888, -6.157)
H (-1.110, -3.597, -6.146)
H (0.589, -3.151, -6.028)
Ni (-0.102, 0.218, -0.060)
Cl (-0.580, 1.844, -1.577)
C (-0.477, -2.430, 1.590)
O (0.165, -1.357, 1.510)
N (-0.096, -3.489, 2.325)
C (1.230, -3.565, 2.919)
C (-1.051, -4.520, 2.705)
H (-1.439, -2.578, 1.061)
H (1.778, -2.652, 2.674)
H (1.759, -4.446, 2.527)
H (1.131, -3.682, 4.007)
H (-2.029, -4.291, 2.268)
H (-1.144, -4.559, 3.801)
H (-0.730, -5.507, 2.346)
H (0.643, 2.866, 4.561)
H (-1.178, 4.426, 4.031)
C (1.058, 2.990, 3.555)
C (-0.810, 4.541, 3.002)
N (-0.004, 3.381, 2.637)
H (1.500, 2.057, 3.202)
C (-0.260, 2.644, 1.560)
O (0.235, 1.486, 1.419)
H (-1.664, 4.622, 2.320)
H (-0.922, 3.087, 0.797)
H (1.816, 3.782, 3.599)
H (-0.216, 5.463, 2.946)
H (1.340, -0.192, -3.656)
H (2.162, -2.694, -3.343)
C (2.214, 0.128, -3.068)
C (3.053, -2.197, -2.923)
N (2.672, -0.971, -2.237)
H (1.941, 0.978, -2.440)
C (2.673, -0.908, -0.889)
O (2.131, -0.019, -0.213)
H (3.542, -2.877, -2.215)
H (3.224, -1.755, -0.423)
H (3.016, 0.399, -3.769)
H (3.745, -1.962, -3.745)
O (-0.201, -1.269, -1.341)
C (-1.162, -1.986, -1.977)
C (0.106, -4.011, -1.158)
C (-1.122, -3.415, -1.433)
H (1.022, -3.444, -1.346)
C (0.149, -5.303, -0.624)
H (-2.170, -1.565, -1.819)
C (-2.312, -4.076, -1.156)
H (1.114, -5.755, -0.382)
C (-1.046, -5.994, -0.410)
C (-2.275, -5.383, -0.668)
H (-3.259, -3.558, -1.336)
H (-1.017, -7.014, -0.021)
H (-3.210, -5.915, -0.483)
Si (-0.412, 6.305, -3.222)
Cl (-0.697, 5.328, -5.030)
C (1.429, 6.270, -2.880)
C (-1.461, 5.387, -1.978)
C (-0.965, 8.091, -3.421)
H (1.805, 5.240, -2.878)
H (1.659, 6.726, -1.910)
H (1.966, 6.834, -3.654)
H (-0.353, 8.607, -4.170)
H (-0.872, 8.643, -2.476)
H (-2.013, 8.144, -3.741)
H (-1.131, 4.343, -1.857)
H (-2.506, 5.376, -2.315)
H (-1.426, 5.877, -0.995)
C (-2.531, 0.121, 2.059)
C (-2.263, -0.084, 0.630)
O (-2.924, -0.441, -0.299)
H (-1.559, 0.135, 2.574)
H (-3.160, -0.701, 2.457)
H (-3.021, 1.099, 2.212)


Entry 2:
This record from OMol25 describes 3 unconnected molecules or ions with the total composition C25H46N2O4. The level of theory is ωB97M-V/def2-TZVPD.

The highest occupied orbital energy (spin up / spin down) comes out at -8.678 / -9.424 eV. As for the electronic energy: -1390.4644 Ha. The charge is 0. Its expectation value of S² is 2.008. The spin multiplicity is 3.

CARTESIAN COORDINATES (ANGSTROEM)
C (2.420, 5.083, 2.344)
C (1.947, 5.858, 1.384)
C (0.719, 6.779, 1.509)
C (-0.625, 6.051, 1.757)
C (-1.216, 5.108, 0.668)
C (-0.862, 3.718, 1.328)
O (-0.576, 3.886, 2.717)
C (-0.826, 5.209, 3.037)
O (-1.168, 5.561, 4.090)
H (3.294, 4.448, 2.142)
H (1.932, 5.010, 3.324)
H (2.506, 5.871, 0.433)
H (0.620, 7.316, 0.545)
H (0.938, 7.550, 2.271)
H (-1.331, 6.899, 1.896)
H (-2.288, 5.372, 0.668)
H (-0.717, 5.098, -0.314)
H (0.018, 3.379, 0.751)
H (-1.644, 2.969, 1.107)
C (-3.345, -2.324, 2.526)
C (-1.980, -1.807, 2.006)
C (-0.900, -2.890, 2.165)
C (-0.413, -3.058, 3.599)
C (0.064, -1.718, 4.148)
C (-1.005, -0.622, 4.049)
N (-1.619, -0.528, 2.685)
O (-0.775, 0.109, 1.911)
C (-2.088, -0.893, 5.118)
C (-0.382, 0.711, 4.486)
C (-2.219, -1.632, 0.499)
H (-3.406, -3.413, 2.459)
H (-3.567, -2.059, 3.555)
H (-4.171, -1.913, 1.941)
H (-0.036, -2.638, 1.539)
H (-1.271, -3.847, 1.791)
H (-1.205, -3.481, 4.224)
H (0.412, -3.775, 3.622)
H (0.374, -1.840, 5.189)
H (0.960, -1.412, 3.597)
H (-2.954, -0.244, 4.975)
H (-1.691, -0.700, 6.117)
H (-2.423, -1.929, 5.142)
H (0.496, 0.977, 3.899)
H (-0.052, 0.657, 5.525)
H (-1.106, 1.525, 4.413)
H (-2.931, -0.828, 0.301)
H (-2.630, -2.548, 0.070)
H (-1.301, -1.412, -0.048)
C (-0.621, -2.776, -4.902)
C (0.751, -2.261, -5.405)
C (1.821, -3.357, -5.268)
C (2.302, -3.563, -3.838)
C (2.790, -2.241, -3.256)
C (1.731, -1.133, -3.331)
N (1.123, -1.001, -4.695)
O (1.975, -0.355, -5.450)
C (0.643, -1.419, -2.273)
C (2.365, 0.183, -2.861)
C (0.519, -2.049, -6.909)
H (-0.693, -3.862, -4.994)
H (-0.844, -2.532, -3.868)
H (-1.441, -2.343, -5.479)
H (2.688, -3.099, -5.885)
H (1.442, -4.301, -5.666)
H (1.504, -3.993, -3.225)
H (3.120, -4.288, -3.829)
H (3.096, -2.391, -2.217)
H (3.690, -1.931, -3.797)
H (-0.217, -0.758, -2.403)
H (1.035, -1.254, -1.267)
H (0.298, -2.452, -2.274)
H (3.248, 0.454, -3.439)
H (2.690, 0.097, -1.822)
H (1.649, 1.007, -2.915)
H (-0.185, -1.234, -7.090)
H (0.101, -2.954, -7.354)
H (1.441, -1.826, -7.448)


Entry 3:
This record from OMol25 describes a molecular structure, C25H46P2Pt. The level of theory is ωB97M-V/def2-TZVPD.

The highest occupied orbital energy (spin up / spin down) comes out at -11.555 / -14.384 eV. As for the electronic energy: -1781.3543 Ha. The charge is +2. Its expectation value of S² is 6.053. Its relative energy (zero: lowest compared OMol25 entry of this formula, charge and spin) is 118.0 kJ/mol. The spin multiplicity is 5.

CARTESIAN COORDINATES (ANGSTROEM)
Pt (0.047, -0.265, 0.321)
C (-0.640, -1.905, 2.775)
C (0.638, -1.673, 1.997)
C (0.725, -0.644, 4.143)
C (-0.597, -1.199, 3.962)
C (1.491, -0.990, 3.044)
C (-1.749, -2.795, 2.381)
H (-1.592, -3.206, 1.381)
H (-2.717, -2.268, 2.413)
H (-1.842, -3.651, 3.072)
C (-1.707, -1.048, 4.935)
H (-2.682, -1.209, 4.458)
H (-1.693, -0.041, 5.376)
H (-1.625, -1.777, 5.754)
C (1.163, 0.101, 5.354)
H (1.369, -0.577, 6.194)
H (0.374, 0.796, 5.667)
H (2.078, 0.672, 5.168)
C (2.962, -0.873, 3.002)
H (3.444, -1.568, 3.723)
H (3.322, 0.136, 3.270)
H (3.350, -1.114, 2.004)
C (1.273, -2.909, 1.431)
H (1.520, -3.627, 2.233)
H (2.194, -2.655, 0.898)
H (0.603, -3.407, 0.724)
C (-1.577, 1.194, -3.859)
C (-1.875, -0.139, -3.614)
C (-1.268, -1.261, -4.446)
C (0.271, -1.256, -4.315)
C (0.857, -0.507, -3.122)
C (1.063, 0.832, -3.128)
C (0.844, 1.751, -4.284)
C (-0.597, 1.665, -4.856)
H (-1.556, -1.189, -5.512)
H (0.689, -0.851, -5.250)
H (-1.690, -2.235, -4.145)
H (-0.553, 1.014, -5.743)
H (-2.331, 1.925, -3.556)
H (-2.899, -0.357, -3.268)
H (-0.883, 2.671, -5.214)
H (1.019, 2.793, -3.970)
H (1.628, 1.335, -2.353)
H (1.562, 1.596, -5.114)
H (0.617, -2.300, -4.288)
H (1.344, -1.169, -2.384)
P (-1.379, 0.347, -1.422)
P (1.461, 1.540, 0.240)
C (-0.884, 2.341, -1.325)
C (0.383, 2.800, -0.582)
H (-1.786, 2.750, -0.823)
H (-0.884, 2.739, -2.357)
H (0.997, 3.434, -1.239)
H (0.046, 3.476, 0.222)
C (2.089, 2.389, 1.734)
H (2.375, 1.677, 2.522)
H (1.328, 3.061, 2.149)
H (2.981, 2.981, 1.469)
C (3.047, 1.035, -0.534)
H (3.639, 1.901, -0.874)
H (2.884, 0.361, -1.388)
H (3.645, 0.469, 0.204)
C (-3.063, 0.474, -0.680)
H (-3.373, -0.481, -0.224)
H (-3.772, 0.688, -1.489)
H (-3.164, 1.256, 0.083)
C (-1.524, -1.619, -1.524)
H (-1.414, -2.125, -0.554)
H (-0.765, -1.997, -2.217)
H (-2.510, -1.810, -1.949)
C (-1.047, 0.972, 1.651)
H (-1.344, 1.898, 1.135)
H (-0.395, 1.198, 2.511)
H (-1.941, 0.429, 2.001)